No. 1
{"formula": "C20H16N4O3", "method": "ωB97M-V/def2-TZVPD", "homo_ev": -8.38, "relative_energy_kj_mol": 0.0, "homo_lumo_gap_ev": 7.66, "lumo_energy_ev": -0.717, "smiles": "Cc1ccc(Oc2nc3c(C)cccn3c(=O)c2/C=C(\\C#N)C(N)=O)cc1", "multiplicity": 1, "molar_mass_g_mol": 360.37, "symbols": ["C", "H", "C", "N", "C", "H", "H", "C", "C", "C", "H", "C", "C", "H", "C", "C", "H", "H", "O", "H", "C", "C", "C", "O", "C", "C", "C", "C", "H", "H", "C", "H", "H", "C", "N", "C", "H", "O", "H", "H", "N", "H", "N"], "positions_angstrom": [[2.005697, 0.939238, 0.182408], [-1.422484, -0.348164, 1.770625], [-1.539234, 3.088143, -0.361654], [-0.379426, 1.049896, -0.090562], [-0.277856, 5.132173, -0.170317], [-3.637861, 2.958995, -0.735203], [-0.243686, 6.208610, -0.175685], [-1.592430, -1.185813, 1.112230], [2.091474, 2.369850, 0.228184], [0.737734, 0.346764, 0.080181], [-3.561268, -1.558803, 1.837212], [-0.331460, 2.360626, -0.140373], [-3.018966, -2.964269, 0.318051], [-2.399989, 5.021160, -0.538382], [-0.805957, -2.680045, -0.602834], [3.595226, -1.004833, -0.082681], [-0.015193, -2.978728, -1.272883], [-2.164525, -4.209684, -1.197966], [5.712798, -0.868767, 0.995593], [-4.164340, -4.684731, 0.847953], [-0.603584, -1.585812, 0.227362], [-1.496887, 4.453264, -0.373937], [3.241941, 0.232905, 0.340975], [0.642849, -0.974166, 0.181311], [-2.791892, -1.874139, 1.147007], [4.965755, -1.496115, 0.276706], [-2.789789, 2.302263, -0.564829], [-4.312710, -3.718533, 0.365876], [-5.065136, -3.169137, 0.925662], [1.833197, 4.848853, 0.188346], [0.855997, 4.416255, 0.029800], [-2.979544, 1.676997, 0.305000], [-2.669564, 1.630665, -1.412336], [-2.007058, -3.359496, -0.550643], [5.299443, -2.696256, -0.252936], [2.827181, -1.834398, -0.911372], [4.025046, 0.795785, 0.840377], [3.091638, 3.036984, 0.388239], [4.678758, -3.205573, -0.857629], [-4.686205, -3.903376, -0.639365], [2.307046, -2.550819, -1.647267], [6.208972, -3.074211, -0.048341], [0.836281, 3.056461, 0.038108]], "forces_ev_per_angstrom": [[-0.386, -0.208, -0.078], [-0.007, 0.035, 0.036], [-0.075, 0.461, -0.043], [0.016, -0.615, -0.090], [0.309, -0.130, 0.058], [-0.054, 0.047, -0.009], [0.092, 0.084, 0.015], [0.305, -0.005, 0.068], [0.255, -0.224, 0.025], [-0.042, 0.940, -0.107], [-0.076, 0.032, 0.065], [0.201, 0.095, 0.085], [0.023, -0.006, -0.073], [-0.128, 0.009, -0.021], [0.314, 0.316, 0.059], [0.349, 0.995, 0.795], [0.050, -0.028, -0.067], [-0.001, -0.092, -0.082], [0.109, 0.232, 0.148], [-0.079, -0.073, 0.028], [-0.699, -0.448, -0.038], [0.104, -0.442, 0.018], [0.305, -0.428, -0.139], [0.103, 0.206, 0.224], [0.071, -0.059, -0.053], [0.103, -0.183, -0.008], [0.042, -0.046, 0.002], [0.038, -0.054, 0.018], [-0.092, -0.003, 0.021], [-0.040, -0.055, -0.009], [-0.003, 0.793, -0.021], [-0.088, -0.087, 0.029], [-0.076, -0.084, -0.048], [-0.127, 0.103, 0.145], [0.089, -0.243, -0.106], [-0.462, -0.465, -0.714], [0.053, -0.123, 0.001], [-0.001, -0.008, 0.002], [0.030, 0.002, 0.000], [-0.092, -0.029, -0.039], [0.078, -0.081, -0.053], [-0.062, 0.079, 0.020], [-0.452, -0.210, -0.061]]}


No. 2
{"formula": "C4H7NO", "method": "ωB97M-V/def2-TZVPD", "homo_ev": -8.68, "relative_energy_kj_mol": 603.5, "homo_lumo_gap_ev": 9.08, "lumo_energy_ev": 0.401, "multiplicity": 1, "molar_mass_g_mol": 85.11, "symbols": ["H", "O", "H", "H", "H", "C", "C", "N", "H", "H", "C", "C", "H"], "positions_angstrom": [[0.145844, 2.438261, 0.877754], [0.493527, 0.580607, 0.175009], [-0.295682, 1.134653, 2.025026], [1.355416, -2.584344, 1.454527], [-1.964501, 0.003232, -0.862904], [0.689740, -0.740332, 0.438216], [0.438034, 1.472867, 1.288953], [-1.291126, -0.238505, -2.766234], [-0.367360, -1.094590, -0.749375], [1.413896, 1.551673, 1.771680], [-1.202572, -0.359068, -1.543019], [1.117629, -1.574986, 1.238280], [-0.532846, -0.589467, -3.347914]], "forces_ev_per_angstrom": [[0.021, -0.113, 0.015], [0.090, -1.402, -0.392], [0.016, -0.016, -0.111], [0.077, -0.233, 0.435], [-0.283, 0.367, -0.064], [0.845, 2.617, 2.285], [0.128, -0.136, 0.324], [0.084, 0.700, -1.136], [-2.001, 1.484, -2.964], [0.002, -0.046, -0.054], [1.515, -2.790, 2.918], [-0.495, -0.113, -1.604], [0.002, -0.320, 0.348]]}


No. 3
{"formula": "C4H9ClN", "method": "ωB97M-V/def2-TZVPD", "homo_ev": -14.78, "relative_energy_kj_mol": 121.4, "homo_lumo_gap_ev": 11.36, "lumo_energy_ev": -3.426, "smiles": "C[N@H+]1C[C@@H](Cl)C1", "multiplicity": 1, "charge": 1, "molar_mass_g_mol": 106.58, "symbols": ["N", "H", "H", "C", "H", "C", "H", "C", "H", "H", "H", "H", "C", "Cl", "H"], "positions_angstrom": [[0.731506, 0.032811, 0.087314], [2.033957, -1.682855, -0.414177], [-0.075773, 1.326809, 1.631778], [-0.347787, 0.533119, 1.007672], [1.611794, 0.457064, 0.152698], [0.944869, -1.443768, 0.030097], [1.055054, -1.970926, 1.083315], [-1.336512, 0.962198, -0.021946], [0.538664, 1.563089, -1.471035], [-0.652316, -0.052592, 1.796687], [-0.277453, -0.063706, -1.860538], [0.197308, -2.087677, -0.444923], [0.016370, 0.632881, -1.087321], [-2.650534, -0.204798, -0.326544], [-1.789140, 1.998346, -0.163074]], "forces_ev_per_angstrom": [[-2.149, -1.616, -0.201], [-2.655, 0.819, 0.535], [1.368, 1.920, 0.227], [0.084, 1.230, 0.079], [1.562, 0.818, 0.755], [3.384, -2.934, 1.600], [-0.360, 1.798, -1.690], [1.065, -0.013, -3.795], [-0.637, -1.256, 0.512], [-0.802, -2.680, 1.035], [0.342, -0.160, -0.064], [-0.147, 1.036, -0.371], [-2.527, 2.181, 0.374], [0.427, 0.257, 0.180], [1.043, -1.399, 0.822]]}


No. 4
{"formula": "C25H37NOP2Tc", "method": "ωB97M-V/def2-TZVPD", "homo_ev": [-5.32, -6.34], "relative_energy_kj_mol": 72.4, "homo_lumo_gap_ev": [5.79, 6.58], "lumo_energy_ev": [0.472, 0.235], "multiplicity": 4, "molar_mass_g_mol": 527.53, "symbols": ["C", "C", "C", "C", "H", "C", "H", "H", "C", "P", "H", "H", "H", "H", "H", "H", "H", "H", "C", "H", "C", "H", "C", "H", "H", "C", "H", "C", "H", "H", "H", "C", "H", "H", "H", "H", "H", "O", "H", "H", "C", "H", "C", "C", "C", "H", "C", "C", "H", "Tc", "C", "C", "P", "C", "C", "H", "H", "H", "C", "C", "H", "C", "H", "H", "H", "H", "N"], "positions_angstrom": [[-0.447164, 2.367383, 0.640595], [-0.164437, 2.624035, -5.486292], [2.966091, -2.108224, -1.589757], [0.962947, -0.134483, 3.161107], [-0.196631, 3.211519, -6.392375], [0.120338, 1.209419, 1.152478], [0.365196, 2.942651, -2.110660], [1.124083, -4.300013, -0.290211], [0.504751, 1.054441, 2.545019], [-2.581984, -0.326374, -0.192855], [-0.465555, -0.626376, -4.377434], [1.000085, -1.076840, 2.598985], [-2.853038, 1.203354, -2.051369], [-3.226089, -1.889891, -1.920820], [0.235711, 4.342254, -4.191635], [4.680738, -0.663149, 0.614502], [-2.371694, -3.375167, 2.138069], [-0.493096, 0.725228, -6.521743], [-0.643872, 3.456982, 1.501806], [-3.074833, -1.004536, 2.096092], [3.118582, 0.826620, -1.576313], [-0.898595, -2.318626, 2.091526], [3.605627, -0.648201, 0.864478], [-1.116856, 4.348470, 1.079731], [-0.785543, 2.405551, -0.395066], [-3.592814, -1.664760, -0.920099], [3.383538, 0.232988, 1.481789], [-0.241232, 3.389015, 2.816315], [0.636998, 3.102428, 5.295715], [-3.499828, -2.566858, -0.317776], [-2.886524, 0.749452, 1.941533], [-0.350821, 1.220374, -5.568461], [4.056647, -2.294547, -1.603707], [0.094133, -5.843467, -0.115984], [4.221184, 0.942742, -1.506006], [2.451726, -2.975840, -1.155766], [2.812436, 0.700463, -2.633074], [-1.160077, -3.219919, -0.338267], [2.612830, 1.719894, -1.164648], [-4.384227, 1.021765, -1.181746], [1.284334, 1.036918, 5.272865], [-0.797506, -3.948917, 2.888068], [0.440053, -4.882878, 0.391136], [1.397877, -0.128105, 4.490764], [-0.040787, 1.100393, -3.163185], [-4.645795, -1.386735, -0.997649], [0.330106, 2.216986, 3.375171], [-0.340151, 0.460437, -4.403600], [3.350317, -1.529650, 1.469141], [-0.031957, -0.202832, -0.353460], [0.125801, 2.521398, -3.095969], [-3.308664, -0.140138, 1.472739], [2.551156, -0.636278, -0.632809], [0.744927, 2.188394, 4.720130], [-0.812076, -3.957783, 0.632460], [1.611238, 1.033385, 6.298302], [1.409868, -0.023990, 0.533660], [-3.096827, 2.029734, -0.502955], [-1.253692, -3.390569, 2.052837], [-3.300680, 1.114975, -1.060007], [1.028768, -5.124215, 1.300782], [0.071465, 3.260755, -4.259370], [1.819730, -1.036683, 4.908259], [2.606874, -1.967556, -2.621059], [-0.359253, 4.262723, 3.462479], [-4.396976, -0.027620, 1.445211], [0.093113, 0.398089, -2.041637]], "forces_ev_per_angstrom": [[0.384, -0.069, 1.213], [-0.033, -0.510, -0.167], [0.645, -0.436, -0.332], [0.588, -0.181, 0.743], [0.028, 0.037, -0.066], [-1.259, -0.687, 0.073], [-0.148, -0.029, -0.568], [-0.968, -0.740, 0.528], [-0.850, 1.395, -0.313], [0.383, 0.351, 0.035], [0.007, 0.400, -0.176], [0.056, 0.518, 0.052], [0.073, 0.008, 0.032], [0.076, -0.041, 0.005], [-0.130, -0.387, -0.269], [-0.390, -0.042, 0.098], [1.010, -0.129, -0.077], [-0.085, 0.182, -0.047], [0.098, 0.525, 0.129], [0.084, 0.049, -0.056], [0.281, -0.081, -0.102], [-0.259, -1.041, -0.291], [0.404, -0.274, -0.091], [0.175, -0.087, 0.409], [0.120, 0.056, 0.347], [0.118, -0.189, -0.023], [0.038, -0.156, -0.257], [-0.254, 0.604, -0.156], [0.029, -0.142, 0.119], [0.038, 0.032, -0.073], [0.101, -0.017, 0.016], [0.019, 0.622, 0.833], [-0.412, 0.028, -0.047], [0.612, 1.230, 0.600], [-0.611, -0.061, -0.084], [0.210, 0.304, -0.149], [0.111, 0.153, 0.588], [0.568, -3.063, 2.562], [0.263, -0.451, -0.216], [0.071, -0.050, 0.113], [-0.275, 0.645, -0.581], [-0.353, 0.169, -0.314], [-0.733, -0.187, -0.269], [-0.501, -0.004, -1.094], [-0.317, 0.221, -0.352], [0.061, 0.170, 0.127], [0.223, -0.310, -0.566], [0.453, 0.541, 0.066], [0.123, 0.177, -0.164], [2.829, -2.261, 0.945], [0.204, -0.749, -0.129], [-0.178, 0.008, 0.113], [-1.657, 0.493, 0.048], [0.289, -0.643, 0.383], [0.843, 4.176, -1.586], [0.081, -0.007, 0.202], [-1.155, 0.129, -0.035], [0.086, -0.017, -0.018], [0.053, -0.664, -0.758], [-0.142, 0.098, -0.099], [-0.687, 0.062, -0.370], [-0.017, 0.020, -0.041], [-0.134, 0.077, 0.061], [0.037, -0.026, 0.393], [-0.013, -0.269, -0.139], [0.057, -0.012, -0.132], [-0.363, 0.531, -0.621]]}


No. 5
{"formula": "H24NeO12Xe", "method": "ωB97M-V/def2-TZVPD", "homo_ev": -9.78, "relative_energy_kj_mol": 74.2, "homo_lumo_gap_ev": 9.02, "lumo_energy_ev": -0.759, "multiplicity": 1, "molar_mass_g_mol": 367.65, "symbols": ["H", "O", "O", "H", "H", "H", "H", "H", "H", "H", "H", "O", "H", "H", "H", "H", "O", "H", "H", "H", "O", "Ne", "Xe", "H", "O", "O", "O", "H", "H", "H", "H", "O", "H", "H", "O", "O", "O", "H"], "positions_angstrom": [[2.130409, -0.527870, -2.547092], [-0.031282, 2.849978, -1.303545], [0.052310, -2.250843, 2.668989], [-0.657941, 3.531692, 0.555032], [-1.914213, 4.374981, 0.605594], [-0.470712, -2.699000, 2.004272], [-2.467015, -2.069482, 1.593683], [0.858152, 0.892951, -3.386429], [-1.559831, -3.618403, -0.133066], [3.169011, 3.291730, -0.229712], [1.642218, 2.545994, 3.482878], [2.407275, 3.041344, 0.293061], [2.244959, -3.568369, -2.284855], [-0.210845, -3.148814, -1.840198], [0.001245, 1.928160, -1.559320], [-0.533294, 3.274494, -1.999259], [2.970241, -0.972899, -2.660497], [2.263079, 2.317800, 2.121129], [-1.457996, 1.359832, 3.643920], [0.917880, -2.158102, 2.270979], [-1.149833, -3.111905, -2.022313], [-0.083741, -0.270576, 0.368614], [-3.234477, 0.684407, -1.123633], [-2.192207, 1.634319, 2.348748], [1.584496, -3.102865, -1.771690], [2.238707, 1.965094, 3.010644], [-1.667756, -3.384640, 0.788852], [1.839002, -2.182080, -1.831767], [3.622992, -0.324560, -2.396281], [-2.233189, -4.069692, 1.145536], [1.668051, 3.111718, -0.310955], [-3.089559, -1.430714, 1.941041], [-2.545078, -0.786531, 2.393579], [-0.009251, -0.283567, -2.992317], [-2.162379, 1.026835, 3.087874], [0.561010, 0.392582, -2.626446], [-1.224868, 4.009756, 1.160253], [-1.275570, -2.272757, -2.465303]], "forces_ev_per_angstrom": [[-0.419, 0.592, 0.003], [0.204, 0.440, 0.224], [0.229, 0.248, 0.499], [0.196, -0.216, -0.348], [-0.188, 0.093, -0.080], [-0.212, -0.287, -0.352], [0.054, -0.058, -0.306], [0.119, 0.261, -0.402], [0.075, 0.313, -0.792], [0.270, 0.084, 0.051], [-0.095, 0.123, 0.140], [0.233, -0.102, 0.182], [0.133, -0.082, -0.132], [1.014, -0.221, -0.049], [-0.012, -0.694, -0.019], [-0.154, 0.261, -0.109], [0.480, -0.220, -0.257], [0.085, 0.196, -0.524], [0.232, -0.024, 0.144], [0.226, 0.069, 0.003], [-0.789, -0.113, 0.004], [0.004, 0.023, -0.024], [0.028, -0.035, 0.016], [-0.002, 0.299, -0.249], [-0.634, -0.409, 0.326], [0.036, -0.294, 0.369], [0.119, -0.532, 0.239], [0.591, 0.078, 0.122], [0.278, 0.053, 0.172], [-0.177, -0.232, 0.279], [-0.530, 0.046, -0.284], [-0.577, 0.114, -0.025], [0.134, 0.451, 0.402], [-0.378, -0.227, -0.072], [-0.162, -0.148, 0.069], [0.022, 0.051, 0.266], [-0.113, 0.022, 0.499], [-0.320, 0.075, 0.015]]}


| no. | maximum force (eV/A) |
| --- | --- |
| 1 | 1.3 |
| 2 | 4.3 |
| 3 | 4.8 |
| 4 | 4.5 |
| 5 | 1.0 |